The following is a quantum chemistry calculation of a 2-piece molecular cluster, C2H8N2O2 overall, from the Open Molecules 2025 dataset.

Geometry as XYZ:
```
14
C2H8N2O2, DFT ωB97M-V/def2-TZVPD
N 0.9454 0.0129 0.8412
H 1.2146 0.9460 0.5358
H -0.4004 0.0146 -1.4461
C -2.2838 0.5037 -0.7433
H 2.5022 -0.3345 -0.7917
H -2.4117 0.9110 -1.7455
H -2.5096 1.2599 0.0049
H 1.1227 -0.0406 1.8405
H 3.9811 -0.1431 -1.2194
O -1.1418 -0.8096 1.4643
N -0.8791 0.1339 -0.5809
O 3.1146 0.2977 -1.1964
C -0.4181 -0.2722 0.6579
H -2.9686 -0.3442 -0.6658
```

## Properties
HOMO level, Ha: -0.3524
2S+1: 1
SMILES: CNC(N)=O.O
Frontier orbital gap, hartree: 0.3803
DFT total energy, Ha: -341.0149
Relative energy (zero: lowest compared OMol25 entry of this formula, charge and spin), kcal/mol: 9.73
Net charge: 0


The following is a quantum chemistry calculation of C30H33Cl5CsF5OP as an isolated structure, from the Open Molecules 2025 dataset.

Geometry as XYZ:
```
76
C30H33Cl5CsF5OP, DFT ωB97M-V/def2-TZVPD
H 3.0539 1.7591 1.5897
C -5.0768 -0.3790 -0.5748
H 2.5376 2.0178 4.2218
O -2.7340 -0.7691 -0.5643
H 7.6933 -1.6942 1.2294
H 2.1491 2.1252 -3.1427
C -0.0842 1.2264 4.2244
F -7.4075 -0.0046 -0.6036
P 3.4106 -0.2302 0.4201
H 6.1561 1.2695 3.5824
C -3.8204 -0.5530 -1.2039
H 5.2636 -4.1994 -0.1144
C -5.0476 -0.2449 -3.3166
H 2.8548 -0.7468 -2.4154
H 7.3857 -2.2255 -1.0397
C 2.4886 1.1233 -3.4224
H 5.3881 1.4982 -0.8945
H 4.9256 3.1379 4.8094
C 3.5583 0.4466 3.1605
C 0.0777 1.3039 2.8607
C 0.2737 3.7291 3.1540
Cl -0.3004 2.1555 6.7907
F -7.3944 0.1345 -3.3315
C 5.6588 -3.4770 -0.8349
F -5.0251 -0.1821 -4.6607
C -6.2479 -0.1543 -1.2688
H 4.7945 -1.8590 -1.9681
F -5.1376 -0.4443 0.7703
C -0.0919 2.3235 5.0796
H 4.8391 -2.6064 1.6935
C -6.2495 -0.0843 -2.6508
C 5.2086 1.6976 1.6779
H 5.9554 1.0563 1.2023
C 7.0273 -3.0050 -0.3601
Cl 0.4309 2.7794 0.6066
H 7.1141 -3.2489 1.7917
Cl -0.2478 -0.3842 4.9504
H 4.0546 2.1687 -4.4908
H 4.0203 0.4471 -4.8053
C 3.9066 1.1952 -4.0166
C 4.5646 2.6842 3.8843
C 0.2380 2.5749 2.3759
C 6.9208 -2.4513 1.0695
C 3.8302 1.0006 1.7537
C 5.5391 -1.8381 1.3502
C 2.4648 0.2480 -2.1737
H 4.0872 3.4879 3.3138
C 3.5360 1.5820 4.1943
H 5.1676 -0.0942 -2.8194
C 4.5646 1.5715 -1.6046
H 3.7186 1.1637 5.1875
H 5.6249 -1.1205 2.1638
H 5.9323 1.4093 -3.2712
Cs -0.5610 -0.6029 0.6793
H 5.7306 -4.0014 -1.7898
C 0.0997 3.5930 4.5304
H 3.6670 -2.6318 -0.8748
C 5.7169 2.1261 3.0594
H 2.6444 1.7043 -0.6483
H 1.7811 0.7552 -4.1670
Cl 0.1320 4.9869 5.5516
C 4.9836 0.9755 -2.9461
H 2.5975 -0.0719 3.1731
H 5.7382 -0.5053 -0.3057
C 4.9732 -1.1839 0.0868
H 7.7609 -3.8127 -0.4016
H 1.4390 0.1018 -1.8291
F -2.7375 -0.6241 -3.3177
C 4.6997 -2.2834 -0.9663
Cl 0.5371 5.2986 2.4699
H 4.3826 2.6427 -1.7409
C 3.2801 0.9087 -1.0493
C -3.8813 -0.4707 -2.6159
H 4.3178 -0.2903 3.4325
H 6.5164 2.8621 2.9438
H 5.1212 2.5860 1.0465
```

## Properties
HOMO level, Ha: -0.1787
2S+1: 1
Frontier orbital gap, hartree: 0.2479
DFT total energy, Ha: -4400.0451
Relative energy (zero: lowest compared OMol25 entry of this formula, charge and spin), kcal/mol: 5.99
Net charge: -1


The following is a quantum chemistry calculation of C31H26N2P2PdS2 as an isolated structure, from the Open Molecules 2025 dataset.

Geometry as XYZ:
```
64
C31H26N2P2PdS2, DFT ωB97M-V/def2-TZVPD
C 2.8840 2.6229 4.2294
H -0.9624 3.4515 -4.8225
C 0.6613 -1.4251 2.0223
C -1.3195 2.4920 -4.4721
P 1.0249 0.2556 1.4339
H -0.0631 -1.6958 -4.1150
H -3.0635 2.5064 -5.7194
C 2.5746 0.1432 0.4785
H 3.4349 -0.6427 -1.3064
H -2.6235 -0.8918 -3.1642
C -0.6056 1.8086 -3.5012
C 1.2961 -3.6149 2.7971
H 0.2540 1.5826 6.0844
C 1.6471 -2.3622 2.3161
H 2.0672 -4.3435 3.0108
H -0.3651 -5.7671 -2.8447
H -0.7045 -2.6135 0.0142
C -1.7281 4.0917 0.7511
C 2.4400 -0.5906 -0.8599
H -0.3062 -4.9069 3.3978
C -2.4989 1.9613 -4.9748
C 0.6482 0.9937 4.0680
S -2.7202 1.9317 -0.5698
C 0.9209 1.6785 5.2379
C -0.1893 -3.7731 -3.6185
S -0.3803 3.1326 1.2967
C -0.5545 -2.9349 -1.0018
C 1.5166 0.1035 -1.8688
C -0.6777 -1.7485 2.2453
C -2.9597 0.7399 -4.5080
N -4.6320 5.0691 -0.9070
C -2.6922 3.5889 -0.0559
C -1.0262 -2.9930 2.7495
H -3.8843 0.3260 -4.8883
H -0.2351 0.3695 4.0069
H -0.6891 -5.0160 -0.5085
C -2.2470 0.0529 -3.5373
H 1.6637 1.1848 -1.8153
H 3.2783 2.0604 2.2093
H 2.2508 3.0381 6.2331
H -0.0515 -4.0977 -4.6416
C -0.3769 -1.9897 -2.0055
N -1.7462 6.5440 1.5577
H -1.4473 -1.0214 2.0069
H -2.0674 -3.2321 2.9226
C -3.7638 4.4153 -0.5305
C 1.4967 1.1114 2.9668
H 3.7525 3.2658 4.2841
C -0.5474 -4.2920 -1.3006
H 1.7584 -0.2128 -2.8859
H 2.9075 1.1681 0.2982
C -0.0381 -3.9305 3.0155
H 3.3327 -0.3352 1.1021
C 2.0414 2.4961 5.3205
P -0.2753 -0.2143 -1.5996
C -1.0628 0.5808 -3.0293
H 2.1285 -1.6268 -0.6955
C -1.7541 5.4498 1.2027
H 2.6934 -2.1239 2.1727
Pd -0.7580 1.1160 0.2825
C -0.3655 -4.7110 -2.6079
H 0.2880 2.2608 -3.0911
C 2.6136 1.9346 3.0536
C -0.1932 -2.4209 -3.3210
```

## Properties
HOMO level, Ha: -0.2685
2S+1: 1
Frontier orbital gap, hartree: 0.2540
DFT total energy, Ha: -2913.4507
Relative energy (zero: lowest compared OMol25 entry of this formula, charge and spin), kcal/mol: 4.92
Net charge: 0


The following is a quantum chemistry calculation of one molecule with the formula C4H4O, from the Open Molecules 2025 dataset.

Geometry as XYZ:
```
9
C4H4O, DFT ωB97M-V/def2-TZVPD
H 1.7094 1.5835 -1.2328
H -1.8164 -0.3177 0.2019
C 1.0757 0.9693 -0.5616
C 0.6353 0.3309 2.0647
H -0.0061 -0.3974 -1.7718
O -0.3665 -0.1908 1.5738
C 0.1298 0.0753 -0.7861
C -0.6580 -0.5094 0.2466
H -0.7032 -1.5437 0.2653
```

## Properties
HOMO level (spin up / spin down), Ha: -0.2739 / -0.3117
2S+1: 1
Frontier orbital gap (spin up / spin down), hartree: 0.2753 / 0.3404
DFT total energy, Ha: -229.7985
Relative energy (zero: lowest compared OMol25 entry of this formula, charge and spin), kcal/mol: 143.97
Net charge: 0


The following is a quantum chemistry calculation of C48H49N10O3SSbSr as an isolated structure, from the Open Molecules 2025 dataset.

Geometry as XYZ:
```
113
C48H49N10O3SSbSr, DFT ωB97M-V/def2-TZVPD
H -4.5155 3.4690 -0.0029
C -3.5824 -4.0923 0.0299
N 0.5773 1.8222 1.6201
H -1.4489 -0.2975 -6.3440
H -1.8012 2.4863 1.1976
N 1.5764 1.1593 -2.6759
H -2.6387 1.7931 -4.8595
C -2.1490 -1.8330 -5.0339
C 0.0932 5.5257 1.6092
C -3.0333 -4.8444 1.0720
C -3.1035 2.6347 -4.3514
C -3.5219 2.2157 -2.9777
C 3.8004 3.9006 5.7338
C -1.0684 -4.3811 -2.6827
H 1.4595 -2.4281 -0.7736
H -2.2029 2.0556 2.8818
C 0.8110 1.3669 2.7874
H -4.0840 -4.5813 -0.8005
H 1.0708 -0.1072 4.0459
C -3.6756 -3.6762 -5.2060
H 0.4248 2.9422 4.0082
N 1.3507 3.3972 -2.5176
H -2.3833 3.4493 -4.2899
C -3.3749 -2.7342 0.0384
H -3.9626 2.9755 -4.9325
H 3.4052 -2.0965 -3.4785
Sr -1.7107 -0.9439 -0.7262
H 1.4005 6.9861 0.7383
H -0.5934 -0.3902 -4.7937
H -1.2364 -1.1293 2.9005
C 2.1239 4.9801 0.4550
C 0.7608 3.2058 1.3885
O -1.2075 3.8517 2.6611
H 1.6525 3.9578 5.7265
H -2.1306 -2.8476 -1.4689
H -3.0970 3.3618 2.0736
Sb -4.6500 -1.5306 -1.4513
H -2.2035 -3.2082 -6.6879
C 0.8581 -1.1749 0.8803
C -4.2255 2.7491 -0.7564
C -4.2228 -3.2820 -3.9808
H 3.0222 5.2819 -0.0659
H -4.0586 -4.5451 -5.7264
H -4.5503 1.0143 0.5069
H 5.0784 -0.0535 2.6001
H 3.8897 4.6660 6.4924
C 4.3660 0.5429 2.0234
C -1.0457 -0.9798 -5.5924
H -2.4402 -1.8496 3.9820
H 1.0117 4.1875 -1.9935
O 2.3231 -1.5787 4.2405
C -4.2349 1.3842 -0.4615
N -2.7806 -2.0838 1.0964
C 2.5400 3.5008 5.3050
H 2.5702 2.8734 0.3352
C 1.5869 -1.0714 -2.9753
C 0.7836 2.1849 -2.2468
H 4.1640 -2.4600 4.6049
C 3.5252 1.9406 3.7800
C 2.4859 -3.0778 0.9062
S -0.7106 2.1825 -1.4680
H -5.0549 -3.8228 -3.5456
C 0.0793 -4.5233 -3.4544
C 3.1364 -2.4587 4.9806
H 2.9820 -3.8709 0.3595
C -1.2305 -3.1398 -2.0833
N 0.9255 -0.0083 -2.6038
O 3.2993 0.9882 2.8341
H 0.2567 -5.4533 -3.9813
C -2.6429 -2.9432 -5.7355
C 4.9281 3.3193 5.1828
H 3.2052 -0.5195 -4.2753
H 3.9131 -0.0791 1.2556
H 1.8652 -3.5962 -4.2192
C 0.9942 -3.4830 -3.5890
C 4.7860 2.3369 4.2047
H 3.6068 -0.5872 -2.5752
C -2.2832 -2.8161 2.1070
H 3.1304 -2.0944 6.0051
C 1.8824 3.6339 0.6855
H -0.2805 -1.5880 -6.0742
H -1.9766 -4.7670 2.9317
C 1.2247 5.9341 0.9153
C -3.6463 -2.2042 -3.3412
N 1.0754 2.1682 3.9447
H -1.7861 -5.1863 -2.5761
C -1.6697 -2.0664 3.2365
H -3.1258 -5.9229 1.0710
C -3.8507 3.1644 -2.0033
N 0.7641 0.0400 3.0911
H 4.8846 1.3885 1.5650
C 1.2451 -1.0073 2.2118
H 5.6613 1.8806 3.7676
C -0.1322 4.1797 1.8498
C -2.1259 2.8792 2.1667
C 3.0268 -1.0821 -3.3558
N -3.5868 0.9128 -2.7321
H -0.8816 -2.6470 3.7150
C 2.1219 -1.8597 2.8995
C 2.7396 -2.9186 2.2653
C 2.3794 2.5271 4.3312
H -3.7978 4.2171 -2.2442
C -2.3868 -4.2100 2.1018
C 1.5869 -2.2360 0.2738
N -0.3367 -2.1728 -2.1690
H 2.3225 3.3767 -2.7770
H 5.9170 3.6245 5.4963
C -3.8784 0.5185 -1.4844
H -0.6227 6.2412 1.9921
H 3.4027 -3.5881 2.7910
H 2.7476 -3.4811 4.9558
C 0.7690 -2.2823 -2.9160
N -2.6300 -1.4817 -3.8517
```

## Properties
HOMO level, Ha: -0.2306
2S+1: 1
Frontier orbital gap, hartree: 0.2080
DFT total energy, Ha: -3300.8014
Relative energy (zero: lowest compared OMol25 entry of this formula, charge and spin), kcal/mol: 92.37
Net charge: 0


The following is a quantum chemistry calculation of C18H30N5O3PPd as an isolated structure, from the Open Molecules 2025 dataset.

Geometry as XYZ:
```
58
C18H30N5O3PPd, DFT ωB97M-V/def2-TZVPD
H -1.4543 -2.7449 3.5727
H -1.2609 2.1748 5.5496
H -2.2383 -1.9278 1.1294
P -0.1312 0.2113 2.7353
O 1.2049 0.5131 2.1471
N -0.6823 1.5059 3.6775
C -1.3660 -0.6413 -4.7448
C -1.3440 -1.7868 4.0895
H -0.8830 3.5752 3.5710
C -1.3812 -1.2800 0.9100
H -1.0388 0.4229 5.4240
H 2.0634 2.8552 0.3198
C -0.1666 -0.5543 -2.5476
H -2.5018 -3.3177 -6.4677
H 1.9424 -1.3947 3.5218
H -1.3502 -1.9803 5.1668
H 0.4411 3.5033 -0.0685
C -0.7421 -2.6881 -3.6527
H 0.3763 1.4918 5.5251
H 5.1333 0.3796 -2.7976
H -2.2726 1.8224 1.8317
O 3.0015 -0.0969 -1.2401
C -0.7605 -1.2972 -3.6812
C -1.9837 -1.3696 -5.7427
H -2.1812 -1.1418 3.8323
H 0.9902 -2.8619 3.1905
C -0.6386 1.3857 5.1217
H 0.8072 3.0176 3.6038
H -1.3509 0.4353 -4.7582
N -0.3216 0.7407 -2.5571
C 1.2303 2.1178 -1.4962
C -0.1972 2.7983 3.2245
O 0.3517 -1.2283 -1.5965
H 3.9798 -0.6288 -3.6621
N -1.4395 -0.0700 1.7166
H -3.2376 0.6234 0.9521
H -0.1624 2.8026 2.1377
C 1.4068 3.2154 -0.4793
H 1.1855 -2.2923 4.8576
C -1.3610 -3.4124 -4.6533
H -1.8113 1.3436 0.1685
H -1.3511 -4.4916 -4.6192
H -0.2458 -3.1813 -2.8312
N 0.0791 1.5153 -1.5544
H -0.4524 -1.8384 1.1158
C -2.2254 0.9949 1.1280
N -0.1104 -1.1383 3.7053
H 2.5089 2.5051 -3.2360
H 4.1376 1.0909 -4.0846
C 3.0857 0.6893 -2.2436
H -2.4587 -0.8499 -6.5602
H 1.8918 4.0732 -0.9437
Pd 1.1312 -0.0318 0.0079
C 4.1541 0.3716 -3.2715
C 2.3357 1.8325 -2.4092
H -1.4092 -1.0392 -0.1603
C -1.9965 -2.7557 -5.6950
C 1.0670 -1.9686 3.8202
```

## Properties
HOMO level (spin up / spin down), Ha: -0.2725 / -0.2706
2S+1: 3
⟨S²⟩: 2.024
Frontier orbital gap (spin up / spin down), hartree: 0.2968 / 0.2033
DFT total energy, Ha: -1672.5641
Net charge: 0


The following is a quantum chemistry calculation of a 2-piece molecular cluster, C5H15N2 overall, from the Open Molecules 2025 dataset.

Geometry as XYZ:
```
22
C5H15N2, DFT ωB97M-V/def2-TZVPD
H 1.2294 -1.7146 -0.0811
H 0.3036 2.7077 -0.7659
C 2.0508 -0.9927 -0.1766
C -1.8395 -1.5003 1.2520
H 1.8613 1.2540 1.3427
H -1.1946 -1.8120 -1.5481
H 0.0333 2.9209 0.8724
H 1.4691 0.6923 -1.5437
N 0.7359 2.6482 0.1571
H -2.0293 -0.8665 2.1379
H -2.8487 -1.1012 -1.3249
H -2.6848 -2.0936 0.9809
N -1.4583 -0.5502 0.1455
H -1.4161 -0.0673 -1.8772
H -0.4738 -0.2007 0.1394
H -0.9712 -2.1541 1.4545
H -2.0165 0.2837 0.3408
C -1.7298 -0.9395 -1.2594
H 2.5489 -0.9845 0.8077
C 1.3747 1.3664 0.3735
H 2.7820 -1.3602 -0.9381
C 1.5545 0.3679 -0.5421
```

## Properties
HOMO level (spin up / spin down), Ha: -0.7075 / -0.7719
2S+1: 2
⟨S²⟩: 0.765
Frontier orbital gap (spin up / spin down), hartree: 0.4079 / 0.3356
DFT total energy, Ha: -308.2888
Relative energy (zero: lowest compared OMol25 entry of this formula, charge and spin), kcal/mol: 30.98
Net charge: +2


The following is a quantum chemistry calculation of a 2-piece molecular cluster, C3H6FNO2 overall, from the Open Molecules 2025 dataset.

Geometry as XYZ:
```
13
C3H6FNO2, DFT ωB97M-V/def2-TZVPD
H -1.8989 0.5081 -1.1429
O 2.3299 0.6455 -1.7408
C -0.7398 -0.0421 0.5463
H 0.2899 -1.9224 0.2881
H -1.0592 -1.5327 -0.8889
C -0.6888 -1.4630 0.0829
F -1.3788 2.1985 0.1732
C -1.3434 0.9069 -0.2193
O 2.2096 1.3799 0.2611
H -1.4357 -2.2516 0.5327
H -0.2813 0.1799 1.5132
N 2.2129 0.3129 -0.5925
H 1.7837 1.0798 1.1868
```

## Properties
HOMO level, Ha: -0.3517
2S+1: 1
SMILES: C/C=C/F.O=NO
Frontier orbital gap, hartree: 0.3603
DFT total energy, Ha: -422.8537
Relative energy (zero: lowest compared OMol25 entry of this formula, charge and spin), kcal/mol: 112.00
Net charge: 0


The following is a quantum chemistry calculation of C3H4O4V as an isolated structure, from the Open Molecules 2025 dataset.

Geometry as XYZ:
```
12
C3H4O4V, DFT ωB97M-V/def2-TZVPD
H -1.6413 1.2108 0.6252
H -0.2487 -0.8980 -1.0798
H 0.1100 -0.0494 1.1897
O 0.7136 0.9056 -0.7857
O 2.2274 -0.5492 0.0484
C -1.5680 0.3785 -0.0824
O 2.8660 1.3117 -1.0126
C 2.0265 0.5074 -0.6224
V 1.3607 -1.8152 1.2399
O -2.4616 -0.6208 0.1216
H -3.1183 -0.3618 0.7748
C -0.2661 -0.0197 -0.4167
```

## Properties
HOMO level (spin up / spin down), Ha: -0.0801 / -0.0749
2S+1: 5
⟨S²⟩: 6.023
Frontier orbital gap (spin up / spin down), hartree: 0.2033 / 0.1709
DFT total energy, Ha: -1361.5213
Relative energy (zero: lowest compared OMol25 entry of this formula, charge and spin), kcal/mol: 32.55
Net charge: -1